1.
The following is a quantum chemistry calculation of a single C10H10OS molecule, from the Open Molecules 2025 dataset.

Its multiplicity is 1. The calculation puts the HOMO energy at -0.336 Eh. The SMILES is O=C1C=C(c2ccsc2)CCC1. The energy above the lowest of the compared OMol25 structures with the same formula, charge and spin is 2.743 eV. For the HOMO-LUMO gap, the calculation gives 9.58 eV. Its total charge is 0.

Each line ends with the Mulliken charge.
Cartesian coordinates (Å):
O  -2.895  -2.105  -0.526  -0.60
C  -2.165  -1.145  -0.338  0.35
C  -0.636  -1.255  -0.332  -0.77
C  0.175  -0.126  -0.063  0.36
C  1.590  -0.364  -0.036  -0.12
C  2.376  -0.715  1.067  -0.32
C  3.660  -0.778  0.826  -0.66
S  4.011  -0.260  -0.803  -0.14
C  2.312  -0.030  -1.122  -0.17
C  -0.448  1.304  0.240  -0.16
C  -1.822  1.383  -0.342  -1.16
C  -2.822  0.176  0.082  -0.73
H  -0.312  -2.146  -0.605  0.66
H  1.797  -0.788  2.155  0.19
H  4.196  -0.971  1.535  0.76
H  2.084  0.459  -2.179  0.29
H  0.356  2.151  -0.357  0.26
H  -0.435  1.190  1.337  0.27
H  -1.961  1.389  -1.231  0.69
H  -2.474  2.278  -0.014  0.27
H  -2.880  0.227  1.148  0.32
H  -3.707  0.127  -0.443  0.39


2.
The following is a quantum chemistry calculation of a single C10H10S molecule, from the Open Molecules 2025 dataset.

Its multiplicity is 1. The calculation puts the HOMO energy at -0.269 Eh. The energy above the lowest of the compared OMol25 structures with the same formula, charge and spin is 3.128 eV. For the HOMO-LUMO gap, the calculation gives 6.82 eV. Its total charge is 0.

Each line ends with the Mulliken charge.
Cartesian coordinates (Å):
C  -0.475  -0.943  -3.164  -0.52
C  0.088  -2.182  -2.645  -0.59
C  -0.747  0.143  -2.260  -0.71
C  0.409  -2.218  -1.278  -0.54
C  -0.285  0.152  -0.931  0.35
C  0.154  -1.078  -0.417  0.68
C  -0.280  1.292  -0.039  -0.72
C  0.077  1.275  1.226  0.46
C  0.471  -1.289  0.921  -0.37
C  -0.149  2.509  2.099  -1.22
S  1.960  -1.790  1.493  -0.09
H  -0.744  -0.826  -4.172  0.42
H  0.286  -3.014  -3.283  0.40
H  -1.226  0.974  -2.689  0.42
H  0.827  -3.030  -0.634  0.27
H  -0.646  2.210  -0.438  0.36
H  0.382  0.106  1.585  0.17
H  -1.225  2.532  2.154  0.32
H  0.207  3.362  1.558  0.35
H  0.474  2.435  2.890  0.38
H  1.546  -2.529  2.607  0.18


3.
The following is a quantum chemistry calculation of a molecular structure, C10H11AlBrIN2O2SbSe4, from the Open Molecules 2025 dataset.

Its multiplicity is 1. The calculation puts the HOMO energy (alpha / beta) at -0.420 / -0.423 Eh. The energy above the lowest of the compared OMol25 structures with the same formula, charge and spin is 0.077 eV. For the HOMO-LUMO gap (alpha / beta), the calculation gives 5.97 / 5.88 eV. Its total charge is +1.

Each line ends with the Mulliken charge.
Cartesian coordinates (Å):
Al  -1.118  -0.892  -1.613  0.49
C  -1.119  0.310  3.358  -1.65
C  -1.152  -0.204  1.944  0.66
N  -1.325  -1.401  1.539  -0.07
O  -1.468  -2.408  2.437  -0.37
C  -1.066  0.781  0.820  0.24
C  -1.429  2.215  0.964  -1.14
N  -0.707  0.283  -0.291  0.47
O  -0.854  0.897  -1.556  -0.46
H  -0.914  -0.459  4.099  0.56
H  -2.074  0.772  3.617  0.34
H  -0.341  1.063  3.473  0.38
H  -1.453  -2.052  3.340  0.33
H  -1.313  2.565  1.987  0.39
H  -2.480  2.328  0.677  0.22
H  -0.837  2.827  0.288  0.35
Br  4.312  -3.143  -0.963  -0.17
C  3.895  -1.320  -1.160  0.04
C  4.885  -0.377  -0.922  -0.36
C  4.608  0.973  -1.065  -0.53
C  3.345  1.397  -1.451  -0.78
C  2.343  0.468  -1.695  -0.28
C  2.637  -0.877  -1.539  0.27
I  1.144  -2.295  -1.933  0.40
H  5.871  -0.710  -0.629  0.40
H  5.391  1.696  -0.882  0.39
H  3.133  2.451  -1.573  0.42
H  1.364  0.794  -2.015  0.59
Se  -6.246  -3.024  -1.562  -0.12
Sb  -4.676  -1.114  -1.769  0.83
Se  -5.367  0.553  -3.450  -0.14
Se  -4.404  0.128  0.236  -0.41
Se  -2.584  -2.226  -2.709  -0.29


4.
The following is a quantum chemistry calculation of a gas-phase ion, C10H11BrF8IN3O6PS2 (charge +1), from the Open Molecules 2025 dataset.

Its multiplicity is 1. The calculation puts the HOMO energy at -0.489 Eh. The SMILES is CC[C@H](F)[C@]1(S(=O)(=O)C(F)(F)F)[C@H](CC(=O)F)N(I)C(NS(=O)(=O)C(F)(F)F)=[N+]1P(O)Br. For the HOMO-LUMO gap, the calculation gives 7.36 eV. Its total charge is +1.

Each line ends with the Mulliken charge.
Cartesian coordinates (Å):
C  1.162  2.198  3.291  -1.13
C  1.771  1.167  2.170  -0.32
C  0.544  0.653  1.294  -0.17
F  -0.370  -0.084  2.161  -0.36
C  0.964  -0.232  -0.039  0.57
S  2.690  -0.880  -0.114  1.32
O  3.094  -1.552  1.197  -0.60
O  3.642  0.313  -0.222  -0.59
C  3.174  -2.011  -1.484  0.74
F  2.191  -2.585  -2.305  -0.16
F  3.927  -3.094  -0.910  -0.18
F  4.108  -1.348  -2.357  -0.20
C  0.640  0.454  -1.484  -0.56
C  1.419  1.779  -1.937  -0.72
C  1.655  2.905  -0.841  0.68
O  2.844  3.216  -0.554  -0.44
F  0.647  3.670  -0.167  -0.25
N  -0.810  0.250  -1.900  -0.95
I  -1.859  2.066  -1.751  0.33
C  -1.234  -0.792  -0.899  0.32
N  -2.543  -1.079  -1.057  -0.06
S  -3.339  -2.153  0.038  1.00
O  -2.743  -2.218  1.411  -0.40
O  -3.656  -3.515  -0.557  -0.54
C  -5.059  -1.382  0.294  0.55
F  -6.049  -2.416  0.160  -0.17
F  -5.219  -0.881  1.619  -0.17
F  -5.380  -0.410  -0.689  -0.21
N  -0.216  -1.211  0.017  0.14
P  0.293  -2.896  0.204  0.27
O  -0.787  -3.998  -0.541  -0.51
Br  0.116  -3.381  2.445  -0.13
H  0.609  1.654  4.128  0.31
H  2.054  2.826  3.680  0.37
H  0.504  2.938  2.699  0.28
H  2.544  1.805  1.588  0.30
H  2.278  0.333  2.793  0.33
H  -0.066  1.542  0.902  0.20
H  1.127  -0.321  -2.209  0.45
H  0.956  2.281  -2.873  0.48
H  2.468  1.433  -2.292  0.36
H  -3.139  -0.655  -1.806  0.41
H  -1.198  -4.534  0.193  0.41


5.
The following is a quantum chemistry calculation of a single C10H11BrN2O2 molecule, from the Open Molecules 2025 dataset.

Its multiplicity is 1. The calculation puts the HOMO energy (alpha / beta) at -0.302 / -0.273 Eh. The SMILES is CCOC(=O)C1=CN(C)C(C#N)=C(Br)C1. The energy above the lowest of the compared OMol25 structures with the same formula, charge and spin is 5.696 eV. For the HOMO-LUMO gap (alpha / beta), the calculation gives 7.69 / 7.05 eV. Its total charge is 0.

Each line ends with the Mulliken charge.
Cartesian coordinates (Å):
C  3.414  -2.213  -1.001  -1.28
C  3.130  -1.721  0.392  -0.20
O  1.757  -1.308  0.567  -0.33
C  1.485  -0.154  0.122  0.44
O  2.143  0.608  -0.554  -0.64
C  0.007  0.135  0.443  -0.08
C  -0.423  1.298  -0.119  -0.37
N  -1.784  1.682  -0.146  0.06
C  -2.100  3.094  -0.365  -1.16
C  -2.643  0.698  0.087  0.50
C  -3.956  0.789  -0.395  0.07
N  -5.025  0.973  -0.807  -0.47
C  -2.187  -0.858  0.920  -0.23
Br  -2.829  -2.360  0.059  -0.05
C  -0.780  -0.700  1.462  -0.44
H  2.672  -2.856  -1.298  0.39
H  3.326  -1.437  -1.698  0.38
H  4.395  -2.821  -1.103  0.32
H  3.584  -0.740  0.522  0.32
H  3.266  -2.549  1.061  0.32
H  0.189  2.010  -0.630  0.61
H  -3.097  3.263  -0.241  0.48
H  -1.378  3.797  0.153  0.32
H  -2.160  3.270  -1.419  0.43
H  -0.195  -1.619  1.553  0.33
H  -0.811  -0.282  2.436  0.30


6.
The following is a quantum chemistry calculation of 2 unconnected molecules or ions with the total composition C10H11BrN3, from the Open Molecules 2025 dataset.

Its multiplicity is 1. The calculation puts the HOMO energy at -0.470 Eh. The energy above the lowest of the compared OMol25 structures with the same formula, charge and spin is 0.000 eV. For the HOMO-LUMO gap, the calculation gives 8.18 eV. Its total charge is +1.

Each line ends with the Mulliken charge.
Cartesian coordinates (Å):
C  -1.333  0.279  3.795  -0.09
C  -0.202  -0.522  3.741  -0.95
C  -1.900  0.896  2.742  -0.93
C  0.314  -0.767  2.502  -0.37
C  -1.180  0.816  1.544  -0.27
C  -0.101  0.007  1.418  0.64
C  0.875  -1.446  -0.332  -0.87
C  1.230  -1.867  -1.572  -0.38
C  0.392  -0.194  0.085  1.06
C  1.077  -0.960  -3.828  0.62
N  0.973  -0.993  -2.594  -0.39
N  1.000  -0.889  -5.018  -0.42
N  0.407  0.862  -0.677  -0.26
Br  -0.349  2.680  -3.451  -0.28
H  -1.829  0.390  4.759  0.34
H  0.082  -1.124  4.563  0.43
H  -2.779  1.549  2.752  0.39
H  1.296  -1.182  2.414  0.41
H  -1.431  1.340  0.596  0.32
H  0.904  -2.148  0.410  0.51
H  1.765  -2.752  -1.658  0.46
H  -0.523  3.679  -4.527  0.30
H  0.717  -0.129  -5.640  0.32
H  0.515  0.781  -1.749  0.17
H  0.079  1.693  -0.274  0.23


7.
The following is a quantum chemistry calculation of a single C10H11BrS molecule, from the Open Molecules 2025 dataset.

Its multiplicity is 1. The calculation puts the HOMO energy at -0.323 Eh. The SMILES is C[C@H](Br)C(=S)Cc1ccccc1. The energy above the lowest of the compared OMol25 structures with the same formula, charge and spin is 0.000 eV. For the HOMO-LUMO gap, the calculation gives 8.45 eV. Its total charge is 0.

Each line ends with the Mulliken charge.
Cartesian coordinates (Å):
C  -3.192  -1.771  0.344  -1.17
C  -1.715  -1.405  0.236  -0.17
Br  -1.102  -0.911  2.130  -0.18
C  -1.377  -0.248  -0.792  0.16
S  -1.570  -0.662  -2.351  -0.17
C  -0.924  1.101  -0.353  -0.87
C  0.644  0.882  -0.175  0.42
C  1.181  1.218  0.995  -0.18
C  2.539  1.066  1.258  -0.74
C  3.360  0.672  0.181  -0.31
C  2.808  0.309  -0.967  -0.70
C  1.446  0.506  -1.223  -0.24
H  -3.809  -0.770  0.435  0.28
H  -3.334  -2.354  1.226  0.40
H  -3.595  -2.194  -0.590  0.36
H  -1.223  -2.312  -0.070  0.45
H  -1.092  1.846  -1.162  0.39
H  -1.454  1.344  0.634  0.32
H  0.595  1.551  1.802  0.48
H  2.879  1.228  2.200  0.48
H  4.452  0.477  0.301  0.30
H  3.412  0.127  -1.807  0.37
H  1.069  0.299  -2.252  0.32


8.
The following is a quantum chemistry calculation of a molecular structure, C10H11Cl3GeN2O8PtSi, from the Open Molecules 2025 dataset.

Its multiplicity is 2. The calculation puts the HOMO energy (alpha / beta) at -0.234 / -0.232 Eh. The energy above the lowest of the compared OMol25 structures with the same formula, charge and spin is 1.525 eV. For the HOMO-LUMO gap (alpha / beta), the calculation gives 5.77 / 5.94 eV. Its total charge is -1.

Each line ends with the Mulliken charge.
Cartesian coordinates (Å):
Pt  0.208  0.057  0.254  1.21
O  2.310  -3.626  -0.418  -0.71
C  1.366  -2.891  -0.179  0.54
O  1.494  -1.634  -0.007  -0.70
C  -0.016  -3.524  -0.069  -0.12
C  -0.044  -4.896  -0.004  -0.42
C  -1.241  -5.612  0.048  -0.40
C  -2.450  -4.929  0.021  -0.27
C  -2.443  -3.552  -0.001  -0.18
C  -1.230  -2.766  -0.023  1.04
O  -1.322  -1.506  -0.054  -0.98
N  -3.712  -2.883  0.001  0.93
O  -3.814  -1.810  0.548  -0.55
O  -4.629  -3.462  -0.557  -0.63
N  -1.227  -7.031  0.155  1.04
O  -0.151  -7.599  0.164  -0.64
O  -2.297  -7.608  0.241  -0.66
H  0.900  -5.420  -0.005  0.58
H  -3.385  -5.475  0.037  0.55
Cl  -1.426  1.399  3.848  -0.32
Ge  -0.059  0.016  2.797  0.59
Cl  -0.682  -1.921  3.646  -0.31
Cl  1.802  0.374  3.930  -0.32
C  -1.238  4.323  0.956  -0.98
Si  -0.676  3.287  -0.574  0.26
C  0.303  4.477  -1.708  -1.05
C  -2.281  2.712  -1.462  -1.05
O  0.226  2.058  -0.141  -0.20
H  -1.801  5.190  0.628  0.33
H  -0.374  4.667  1.514  0.29
H  -1.859  3.735  1.623  0.26
H  -0.303  5.335  -1.970  0.30
H  0.611  3.991  -2.626  0.30
H  1.198  4.839  -1.216  0.30
H  -2.887  3.556  -1.773  0.35
H  -2.876  2.081  -0.807  0.30
H  -2.031  2.130  -2.344  0.30


no.,maximum force (Eh/bohr)
1,0.23087
2,0.07302
3,0.01080
4,0.19801
5,0.11906
6,0.07268
7,0.08134
8,0.06244